A molecular structure, C34H42BCl3N10RuS3Se at a distorted geometry, computed with wB97M-V/def2-TZVPD.

XYZ file:
```
95
Properties=species:S:1:pos:R:3:forces:R:3
Ru 0.1842 0.3521 -0.2925 1.55 -0.21 0.70
C -4.1201 2.7602 0.8143 -0.14 0.11 0.30
C -3.9052 1.8059 -0.2964 0.22 -0.44 -0.40
C -4.6980 1.7715 -1.4236 0.43 -0.22 0.14
C -4.4049 0.8693 -2.4670 -0.03 0.40 0.54
N -3.3383 0.0983 -2.3925 0.22 -0.35 -0.82
N -2.5741 0.1140 -1.3355 -0.20 0.66 1.01
B -1.3879 -0.8762 -1.2404 -0.47 -0.42 0.24
N -1.0027 -1.4563 -2.6171 1.13 0.22 -0.72
N -1.8519 -2.3185 -3.1265 -0.67 -0.40 0.42
C -1.6112 -2.9161 -4.2723 0.58 0.15 -0.32
C -0.4368 -2.6067 -4.9953 0.00 0.32 0.48
C 0.4797 -1.7189 -4.4761 -0.59 0.00 0.43
C 1.7636 -1.4115 -5.1461 0.33 -0.01 -0.11
C 0.1601 -1.1335 -3.2184 -0.55 -0.85 -0.46
S 1.2296 -0.0508 -2.4292 -1.29 0.40 1.27
C -2.6235 -3.9360 -4.7353 -0.46 -0.16 0.00
C -2.2400 -4.6099 -6.0500 0.06 0.11 0.18
C -2.7486 -5.0026 -3.6378 0.09 0.13 -0.06
C -3.9716 -3.2220 -4.9237 0.25 -0.08 0.10
N -1.8160 -2.0330 -0.2913 0.83 -0.87 0.95
N -3.0845 -2.3594 -0.3128 -1.07 0.28 -0.26
C -3.5608 -3.3245 0.4465 0.55 -0.14 0.15
C -2.6876 -4.0343 1.3002 0.33 0.38 -0.20
C -1.3541 -3.6936 1.3690 -0.36 0.38 -0.51
C -0.4214 -4.3359 2.3226 0.34 -0.10 0.16
C -0.9138 -2.6481 0.5084 -1.04 -0.17 -0.30
S 0.7202 -2.1559 0.4091 0.15 2.51 -0.40
C -5.0433 -3.5984 0.3449 -0.36 -0.03 -0.46
C -5.7922 -2.2738 0.5420 0.10 -0.12 0.04
C -5.5328 -4.6309 1.3589 0.17 0.27 -0.01
C -5.3265 -4.1415 -1.0700 0.01 0.12 0.29
C -2.8235 0.8938 -0.2612 -0.70 0.10 -0.47
S -1.7830 0.7502 1.1048 1.85 -0.59 -1.18
C -5.3048 0.6677 -3.6524 -0.19 -0.19 -0.31
C -4.4655 0.4131 -4.9064 0.04 -0.02 0.19
C -6.1477 -0.5742 -3.2982 0.08 0.10 -0.07
C -6.2415 1.8488 -3.9054 0.21 -0.14 0.14
H -4.5674 3.6792 0.4466 -0.03 0.07 0.02
H -3.1806 2.9850 1.3155 -0.04 0.14 0.04
H -4.7973 2.3336 1.5552 -0.04 0.00 0.08
H -5.5294 2.4509 -1.5152 -0.12 0.09 -0.02
H -0.2472 -3.0832 -5.9438 0.04 -0.04 -0.10
H 1.6642 -1.4496 -6.2283 -0.02 0.07 -0.02
H 2.5085 -2.1584 -4.8655 0.07 0.00 0.03
H 2.1416 -0.4369 -4.8448 0.08 0.07 -0.16
H -1.2923 -5.1348 -5.9704 0.18 -0.09 -0.06
H -2.2000 -3.8992 -6.8716 0.06 0.07 -0.15
H -2.9959 -5.3492 -6.2996 -0.08 -0.05 -0.01
H -1.8383 -5.5929 -3.5675 0.14 -0.08 0.04
H -3.5631 -5.6758 -3.8838 -0.13 -0.10 0.00
H -2.9445 -4.5414 -2.6739 -0.08 -0.01 0.11
H -3.9260 -2.5326 -5.7626 -0.02 0.13 -0.10
H -4.2271 -2.6709 -4.0244 -0.12 0.04 0.07
H -4.7446 -3.9551 -5.1321 -0.11 -0.09 -0.01
H -3.0614 -4.8285 1.9269 -0.07 -0.04 0.08
H -0.8161 -5.2828 2.6788 0.02 -0.06 -0.01
H -0.2699 -3.6904 3.1900 0.00 0.05 0.02
H 0.5563 -4.4946 1.8726 0.06 -0.15 0.02
H -5.6164 -1.8790 1.5401 0.01 0.09 0.15
H -6.8596 -2.4356 0.4294 -0.14 -0.02 -0.03
H -5.4693 -1.5379 -0.1902 -0.01 0.10 -0.10
H -5.3509 -4.3019 2.3781 0.03 -0.02 0.22
H -5.0728 -5.6010 1.1999 0.10 -0.19 0.02
H -6.6044 -4.7633 1.2469 -0.12 0.01 -0.04
H -4.9564 -3.4589 -1.8294 0.05 0.08 -0.14
H -6.3992 -4.2565 -1.1910 -0.15 -0.03 -0.07
H -4.8668 -5.1174 -1.2064 0.08 -0.10 -0.08
H -3.7113 -0.3449 -4.7160 0.00 -0.09 -0.13
H -3.9686 1.3283 -5.2191 0.10 0.13 -0.07
H -5.1118 0.0880 -5.7150 -0.06 -0.06 -0.12
H -5.5096 -1.4014 -2.9975 0.01 -0.11 0.01
H -6.7294 -0.8719 -4.1659 -0.10 -0.06 -0.08
H -6.8358 -0.3532 -2.4845 -0.08 -0.01 0.10
H -5.6885 2.7744 -4.0290 0.07 0.23 -0.01
H -6.9733 1.9630 -3.1126 -0.15 0.09 0.13
H -6.7880 1.6713 -4.8247 -0.11 -0.04 -0.13
Se 3.9226 2.6250 -1.0105 0.00 -0.13 0.22
N 4.3990 2.9072 0.6181 0.87 0.41 0.90
C 3.5514 2.3583 1.4733 -0.62 -0.40 -0.92
C 3.5455 2.3711 2.8808 -0.14 -0.05 0.53
C 2.5020 1.7414 3.5174 0.59 0.31 -0.03
C 1.4924 1.0904 2.7841 -0.19 -0.13 -0.28
N 1.4827 1.0490 1.4669 -1.72 -0.82 0.00
C 2.4694 1.6725 0.8133 1.19 0.79 -0.82
N 2.4887 1.7164 -0.5164 -1.17 -0.74 0.37
H 4.3366 2.8695 3.4223 0.02 0.03 0.09
H 2.4470 1.7412 4.5952 -0.03 -0.05 0.04
H 0.6735 0.5972 3.2928 0.03 -0.02 0.03
Cl -0.7788 4.0194 -4.3098 0.35 0.10 0.42
C 0.3048 4.1632 -2.8934 0.44 1.33 -1.32
Cl 1.9593 3.6040 -3.3302 -0.67 0.30 -0.17
Cl 0.3434 5.8374 -2.2738 -0.03 -0.86 -0.19
C -0.1925 3.2563 -1.9075 -0.67 -1.14 1.34
N -0.5811 2.4699 -1.1610 1.03 -0.08 -0.34
```
Forces are in eV/Å.

Summary:
HOMO level (alpha / beta): -16.435 / -16.416 eV
Multiplicity: 2
LUMO energy (alpha / beta): -11.169 / -10.965 eV
Frontier orbital gap (alpha / beta): 5.27 / 5.45 eV
Relative energy (zero: lowest compared OMol25 entry of this formula, charge and spin): 136.0 kJ/mol
Maximum force: 2.55 eV Å⁻¹
E_tot: -6963.7634 Eh
Charge: +3